Entry 1:
95
Properties=species:S:1:pos:R:3 method="wB97M-V/def2-TZVPD" e_tot_ev=-120875.1137 charge=+1
N 6.67402 -3.12600 3.50975
C 6.10665 -2.30653 2.50151
Cl 5.65392 -3.34092 1.07803
N 4.86447 -1.69679 3.01143
C 4.73813 -0.34496 2.86092
N 3.64760 0.17399 2.34246
N 5.76426 0.40701 3.29251
C 7.12356 -0.07775 2.97505
C 7.02623 -1.19430 1.95615
O 8.32996 -1.67634 1.74664
H 6.43752 -2.78981 4.43290
H 7.67849 -3.20676 3.41143
H 4.03920 -2.17805 2.66939
H 3.65335 1.11729 1.99039
H 2.79499 -0.39557 2.27020
H 5.62942 1.39179 3.09625
H 7.69373 0.76855 2.60917
H 7.59165 -0.47086 3.88192
H 6.60780 -0.81855 1.01302
H 8.31274 -2.32224 1.02759
C 9.05688 4.54360 -1.32277
C 9.77116 5.06218 -0.06663
C 8.77057 4.98550 1.09395
S 7.64862 3.64354 0.68638
O 6.31732 4.16007 0.50033
O 7.83732 2.53655 1.60544
C 8.36272 3.25041 -0.90487
H 9.75183 4.36952 -2.14165
H 8.31522 5.26973 -1.66039
H 10.63595 4.43285 0.14893
H 10.13131 6.08028 -0.19800
H 9.23655 4.76329 2.05028
H 8.16410 5.88503 1.17844
H 7.56613 2.93053 -1.57241
H 9.07592 2.44061 -0.75202
C -1.68098 -3.30042 1.27143
C -1.59630 -2.26811 0.13904
C -0.89223 -1.02729 0.69868
S 0.17628 -1.63045 2.00138
O -0.24119 -1.09253 3.27289
O 1.58012 -1.46937 1.61818
C -0.28782 -3.34996 1.89578
H -1.97955 -4.27975 0.90357
H -2.41101 -2.98537 2.01995
H -1.02454 -2.67448 -0.69405
H -2.57752 -2.00265 -0.24035
H -0.29136 -0.51076 -0.04521
H -1.58635 -0.32680 1.15995
H -0.25016 -3.78113 2.89366
H 0.43143 -3.84501 1.24334
C -3.72285 -1.16853 -5.50457
C -4.79161 -0.57797 -4.57490
C -4.44477 -1.01418 -3.14721
S -2.66161 -1.22924 -3.11602
O -2.35886 -2.62312 -2.88615
O -2.04702 -0.21989 -2.28212
C -2.37930 -0.86824 -4.84581
H -3.77402 -0.74223 -6.50525
H -3.85851 -2.24843 -5.59206
H -4.78089 0.51111 -4.64161
H -5.79399 -0.90892 -4.82840
H -4.71314 -0.27336 -2.39845
H -4.88753 -1.97592 -2.89523
H -1.55511 -1.48376 -5.19802
H -2.12063 0.18785 -4.91897
C -9.56461 -0.68680 -7.83065
C -10.66408 -0.17069 -6.89169
C -10.26647 -0.56283 -5.46313
S -8.46947 -0.63556 -5.45092
O -8.05378 -1.99456 -5.20009
O -7.93545 0.43830 -4.65085
C -8.24070 -0.27909 -7.19130
H -9.66114 -0.27656 -8.83420
H -9.61889 -1.77456 -7.90584
H -10.73332 0.91540 -6.97114
H -11.63876 -0.58087 -7.14876
H -10.57816 0.16198 -4.71592
H -10.62613 -1.55303 -5.19103
H -7.38034 -0.83828 -7.55198
H -8.06012 0.79181 -7.28032
C -1.58804 1.02768 6.43970
C -2.69230 1.02088 7.50770
C -4.00064 1.42196 6.81428
S -3.83287 0.89478 5.09987
O -3.82397 2.06087 4.25207
O -4.73553 -0.19368 4.82415
C -2.15987 0.28131 5.23940
H -0.67319 0.55790 6.79784
H -1.35130 2.05594 6.15801
H -2.78843 0.01744 7.92606
H -2.46541 1.69800 8.32945
H -4.87657 0.93471 7.23393
H -4.14749 2.49991 6.80305
H -1.64256 0.47036 4.30505
H -2.21874 -0.79078 5.42205

=====

Entry 2:
102
Properties=species:S:1:pos:R:3 method="wB97M-V/def2-TZVPD" e_tot_ev=-186618.8857 charge=+1
C 3.92451 -5.61491 1.62482
C 4.11596 -4.54159 0.54935
O 3.06800 -4.60413 -0.45360
C 3.38460 -3.65827 -1.42194
C 2.17213 -3.31493 -2.30944
O 1.56229 -2.04449 -2.03254
N 0.93908 -1.96354 -0.79549
P 0.25969 -3.46006 0.02345
O -0.50825 -2.98715 1.42272
I -1.57878 -4.40759 -1.35357
C 1.75820 -1.36703 0.28368
C 2.04339 0.11928 -0.16200
C 3.33190 0.30946 -1.00358
C 4.63250 0.10832 -0.18801
C 1.79702 1.22982 0.86775
Cl 0.78224 2.56395 0.37594
C 2.26557 1.31703 2.09564
C 1.96405 2.54103 3.06773
Cl 3.28239 -0.02664 2.78461
O 0.95408 0.25611 -1.14109
C -0.01746 -0.74748 -1.02348
O -0.62256 -1.06853 -2.21543
C -0.65917 -0.00794 -3.18876
C -1.49043 1.23486 -2.80623
N -1.29175 2.36505 -3.74325
C -1.07011 3.67301 -3.06016
C -2.40177 4.16346 -2.44707
C -2.25368 4.76339 -1.03656
O -2.91728 5.17221 -3.33230
O -0.76177 -0.31467 0.05903
C -2.13174 -0.64707 0.02078
C -2.88465 0.33363 1.13501
C -1.99091 0.63280 2.35505
C -4.39435 -0.14489 1.52312
C -5.22167 1.21081 1.84369
C -4.47629 -1.07122 2.82320
H 4.17819 -6.60789 1.21877
H 2.86891 -5.60650 1.90945
H 4.56875 -5.33691 2.46598
H 4.01731 -3.54051 1.03212
H 5.06953 -4.61919 0.00416
H 4.15357 -4.10526 -2.08113
H 3.86687 -2.74541 -1.02266
H 2.59378 -3.22409 -3.31915
H 1.47074 -4.15705 -2.40506
H -1.05445 -3.71836 1.73378
H 2.67680 -1.89474 0.55500
H 1.27218 -1.20842 1.24779
H 3.33958 -0.39932 -1.83578
H 3.32174 1.33172 -1.39481
H 4.54791 -0.82093 0.39418
H 5.53953 0.12239 -0.78999
H 4.70114 0.90657 0.56216
H 2.81498 3.40209 3.01668
H 0.94300 2.94078 2.90758
H 2.03051 2.14120 4.08977
H -1.15493 -0.43600 -4.07356
H 0.33854 0.27233 -3.54639
H -2.58183 0.96678 -2.77267
H -1.26689 1.59698 -1.77196
H -2.19276 2.52369 -4.20179
H -0.70940 4.38625 -3.80945
H -0.27268 3.51396 -2.32910
H -3.18433 3.38830 -2.38510
H -1.86942 3.99039 -0.35854
H -1.60786 5.64814 -1.08937
H -3.23145 5.05071 -0.62393
H -3.12279 5.95693 -2.82865
H -2.65157 -0.41904 -0.97038
H -2.40747 -1.72460 0.32862
H -3.00371 1.34466 0.57935
H -2.60321 1.15939 3.09277
H -1.25914 1.37415 2.01244
H -1.49123 -0.26075 2.75751
H -4.94825 -0.67676 0.62528
H -4.96031 1.56026 2.84713
H -4.95992 2.02653 1.15108
H -6.30357 1.07174 1.72574
H -4.05718 -0.55208 3.69119
H -5.50712 -1.31402 3.10265
H -3.90046 -1.98230 2.58875
Br 4.24550 2.67156 2.53890
Cs -4.57425 -0.93403 -0.77217
F 3.40398 -8.34407 1.70610
B 0.05196 4.29034 5.36364
F 0.81866 5.06812 4.46488
F -0.70832 5.11104 6.17944
F -0.80232 3.42306 4.61780
F 0.93311 3.49496 6.12545
Li 1.13940 -0.52471 3.41323
Al -3.43058 2.45128 -5.57335
C 4.71219 -2.43206 -5.83656
O 3.35389 -1.98106 -5.85103
H 4.95170 -2.83245 -6.81681
H 5.38233 -1.59831 -5.61534
H 4.84083 -3.21780 -5.08664
H 3.16129 -1.63051 -4.98063
O -8.63671 0.28285 2.19039
H -9.32819 -0.38511 2.16943
H -9.05317 1.03593 2.62104
F -1.76539 2.23629 -0.10390
F 1.72753 2.48679 8.07462

=====

Entry 3:
96
Properties=species:S:1:pos:R:3 method="wB97M-V/def2-TZVPD" e_tot_ev=-139785.4099 charge=+1
C 3.70020 -3.42945 -5.98668
C 5.19351 -3.09657 -5.64164
B 5.40405 -1.95740 -4.58060
O 6.58087 -1.83420 -3.89702
N 4.27637 -0.97359 -4.26254
C 3.88544 -0.06415 -5.35963
C 4.92890 1.05234 -5.47569
O 5.70802 0.99096 -6.35184
O 4.98875 2.03745 -4.59456
C 3.67522 -0.95717 -3.14114
N 4.01882 -1.87662 -2.10391
C 3.05787 -1.53872 -1.01646
P 2.76440 -2.98551 0.12732
O 3.19746 -4.29316 -0.75853
Br 4.33179 -2.66356 1.72780
C 1.85057 -0.83985 -1.66495
C 0.88043 -1.73684 -2.48217
C -0.37259 -0.99910 -2.96430
C -0.88805 -1.56691 -4.31767
C -1.74149 -2.85498 -4.17694
O -1.69516 -3.45762 -2.88660
O 1.27530 0.23502 -1.01508
C 0.76233 -0.00961 0.30848
C -0.67634 -0.51926 0.39363
N -0.78991 -1.99036 0.30034
C -1.36859 -2.61099 1.51077
C -2.06419 -3.91990 1.07146
C -1.14304 -4.83271 0.25578
O -2.54863 -4.66035 2.18257
N 2.62331 -0.13192 -2.79251
N 3.19136 1.11966 -2.49597
H 3.57977 -3.35140 -7.06786
H 2.97407 -2.76858 -5.49897
H 3.45349 -4.44643 -5.68087
H 5.75608 -2.84837 -6.54732
H 5.61603 -3.99950 -5.18681
H 6.56318 -2.46278 -3.15592
H 2.85086 0.27624 -5.29676
H 3.98221 -0.63212 -6.28518
H 5.72180 2.60523 -4.88722
H 3.56631 -2.72595 -2.48279
H 3.45845 -0.78291 -0.32496
H 3.06058 -5.11243 -0.25913
H 0.58755 -2.63395 -1.92479
H 1.38169 -2.12092 -3.38515
H -0.18460 0.06726 -3.11478
H -1.21213 -1.10063 -2.27786
H -1.56823 -0.79580 -4.69740
H -0.08821 -1.67053 -5.05939
H -1.42271 -3.61038 -4.90809
H -2.79327 -2.66660 -4.39982
H -1.03672 -4.16044 -2.89102
H 1.38760 -0.67231 0.92437
H 0.77812 0.96334 0.80662
H -1.04749 -0.21487 1.38308
H -1.33400 -0.00873 -0.31814
H 0.16897 -2.31960 0.28120
H -0.53161 -2.93245 2.15456
H -2.08124 -1.97493 2.03631
H -2.88619 -3.61442 0.41418
H -0.57680 -4.30800 -0.51599
H -1.74674 -5.62528 -0.19624
H -0.40111 -5.35007 0.88721
H -1.92557 -5.37929 2.33195
H 2.54317 1.87897 -2.64139
H 3.64204 1.15590 -1.58971
C -4.38623 2.79574 4.85404
C -3.48741 1.87494 5.65235
O -4.15348 0.65124 5.99690
C -4.27027 -0.24165 5.01573
O -3.85921 -0.12184 3.88715
O -4.93763 -1.29421 5.49118
C -5.22185 -2.30208 4.51647
H -5.32324 2.96964 5.38512
H -3.89581 3.75405 4.67879
H -4.64194 2.35972 3.88848
H -3.22330 2.35051 6.59573
H -2.55662 1.66397 5.12406
H -4.31642 -2.62474 4.00526
H -5.95327 -1.93151 3.79906
H -5.64636 -3.15021 5.04671
C -1.22675 8.48486 3.18716
C -2.72682 8.29750 3.28475
O -3.07120 7.27601 4.23166
C -2.98163 7.63089 5.51598
O -2.65748 8.71091 5.93527
O -3.30221 6.56809 6.26133
C -3.15469 6.77738 7.66816
H -0.73723 7.53397 2.96843
H -0.98072 9.19991 2.40185
H -0.81375 8.85157 4.12626
H -3.11738 7.96263 2.32476
H -3.23261 9.23074 3.53344
H -3.70340 7.65813 7.99519
H -2.09964 6.86902 7.92374
H -3.56379 5.90261 8.16739

=====

Entry 4:
125
Properties=species:S:1:pos:R:3 method="wB97M-V/def2-TZVPD" e_tot_ev=-144654.1253 charge=-1
C -3.29069 2.05754 -0.48804
C -2.49813 1.25229 -1.51315
O -3.14771 0.05572 -1.92554
C -2.66372 -1.06516 -1.19750
C -1.50312 -1.76055 -1.89959
C -0.09620 -1.24089 -1.58081
C 0.22467 -0.79727 -0.14350
C -0.35224 -1.74350 0.95913
C 0.54702 -1.72796 2.17440
F 1.17439 -2.85442 2.57959
C 0.72796 -0.56846 2.87315
F 0.31197 -0.37567 4.13267
F 1.32247 0.50624 2.40847
C 1.01744 -2.23390 -1.94995
O 2.13114 -1.48664 -2.36196
P 1.55077 -0.21558 -3.35466
S 2.25588 1.48994 -1.92785
O 3.02780 1.04457 -0.76237
O 1.11548 2.29068 -1.47248
C 3.38716 2.71275 -2.82456
F 3.05881 3.97242 -2.47588
F 3.13325 2.60707 -4.15031
C 4.90302 2.45960 -2.63337
F 5.19417 1.15964 -2.58602
F 5.54172 2.94333 -3.74581
C 5.54732 3.23391 -1.44818
F 6.74749 2.71436 -1.16592
F 5.69049 4.52591 -1.81161
F 4.81697 3.21545 -0.34126
O 0.11523 -0.13015 -2.45664
H -3.13634 1.64998 0.51319
H -4.35479 2.06818 -0.71473
H -2.87994 3.06288 -0.49181
H -1.51685 1.03291 -1.10243
H -2.34440 1.86441 -2.39866
H -3.49230 -1.77335 -1.14147
H -2.44922 -0.74114 -0.17988
H -1.64094 -1.58199 -2.96228
H -1.51580 -2.84655 -1.76945
H 1.30605 -0.81810 -0.04219
H -0.07872 0.22404 0.07711
H -1.29604 -1.35480 1.32626
H -0.51439 -2.76354 0.61345
H 1.26113 -2.91783 -1.13699
H 0.73302 -2.86639 -2.80324
H 1.11432 -1.21249 -4.26866
H 2.86512 -0.07707 -3.93792
H 1.08019 0.79762 -4.25633
C -6.11187 -2.82061 -2.84116
N -5.00543 -3.79322 -2.64018
O -4.46064 -3.81705 -1.56017
O -4.71421 -4.50667 -3.57916
H -6.24759 -2.26208 -1.92295
H -5.82312 -2.16502 -3.65689
H -7.00190 -3.38941 -3.09313
C 0.00343 5.15029 -3.16982
N -1.26891 4.41601 -2.95801
O -1.87875 4.03083 -3.93705
O -1.60550 4.24233 -1.80961
H 0.18353 5.22673 -4.23554
H -0.10810 6.13120 -2.71733
H 0.78436 4.57546 -2.67673
C -4.03807 -6.57500 0.98159
N -2.58331 -6.40379 1.24643
O -2.15259 -5.27424 1.32741
O -1.92750 -7.41813 1.36414
H -4.49214 -5.59457 0.89935
H -4.13869 -7.12913 0.05232
H -4.45670 -7.13204 1.81417
C 8.81025 3.73208 -4.09306
N 9.70967 4.06990 -5.22995
O 9.67491 3.35892 -6.21074
O 10.42238 5.04315 -5.09326
H 8.23797 2.84965 -4.35174
H 9.43797 3.54996 -3.22601
H 8.15682 4.58348 -3.92874
C -1.21128 1.21047 6.63215
N -2.40067 2.02045 7.00938
O -2.43394 3.18159 6.66379
O -3.26487 1.45511 7.64851
H -0.52876 1.83737 6.07154
H -0.75578 0.85912 7.55380
H -1.55895 0.37853 6.02794
C 5.11876 -2.85871 -4.46119
N 3.89783 -3.67223 -4.22686
O 3.22191 -3.97111 -5.19162
O 3.66142 -3.96814 -3.08042
H 5.20319 -2.66297 -5.52351
H 4.99955 -1.93608 -3.89903
H 5.96664 -3.43153 -4.09777
C -2.73591 2.14104 11.30469
N -1.92326 0.90174 11.40686
O -1.99986 0.25725 12.43670
O -1.23488 0.61317 10.45399
H -3.28889 2.27072 12.22387
H -2.04999 2.96851 11.14709
H -3.40666 2.02316 10.45923
C 6.97608 6.63657 -0.05451
N 6.50746 7.83317 0.69666
O 6.80227 7.91702 1.87055
O 5.85869 8.64846 0.07640
H 7.53811 6.00497 0.62345
H 6.10127 6.12399 -0.42798
H 7.60070 6.98994 -0.86949
C -3.48055 -7.63069 -3.99399
N -4.71154 -8.41534 -3.71093
O -5.34389 -8.84459 -4.65229
O -5.00480 -8.57345 -2.54232
H -3.34635 -7.56989 -5.06692
H -3.62094 -6.64389 -3.56158
H -2.64929 -8.14841 -3.52468
C -5.53641 -0.17658 13.66117
N -5.51764 1.16463 13.01966
O -5.54206 2.14132 13.73976
O -5.46914 1.19050 11.80844
H -5.57551 -0.04232 14.73526
H -6.41622 -0.69839 13.29740
H -4.62627 -0.68889 13.36171
C -2.49995 0.00200 -6.31884
N -1.47637 -1.07685 -6.24708
O -0.92836 -1.24073 -5.18360
O -1.26705 -1.70910 -7.26621
H -2.57130 0.47057 -5.34267
H -2.17362 0.71274 -7.07186
H -3.44005 -0.46131 -6.60325

=====

no.,Kohn-Sham gap (eV),highest occupied orbital energy (eV)
1,9.677,-11.539
2,1.248,-8.162
3,7.872,-11.171
4,6.900,-5.829